No. 1
19
Properties=species:S:1:pos:R:3:forces:R:3 method="wB97M-V/def2-TZVPD" spin_multiplicity=1 homo_lumo_gap_ev="6.88 / 7.47" e_tot_ha=-460.1426 homo_ev="-8.90 / -9.07" relative_energy_kcal_mol=130.4
C -1.716288 0.161578 -0.268390 -0.12 -0.63 -0.45
C -2.031835 0.895600 0.962946 0.47 -0.14 0.57
C -0.182929 -1.318317 0.301737 -0.12 -0.06 1.19
O -0.046410 -1.285191 1.494317 -0.10 0.17 -1.06
H -0.472825 -2.240481 -0.244591 0.03 0.40 -0.15
H -2.181910 -0.788858 -0.499574 -0.26 0.03 0.11
H -1.499461 0.717165 -1.173618 0.35 -0.05 0.07
H -1.084995 1.026983 1.517403 -0.26 0.13 -0.01
H -2.415765 1.896440 0.764867 -0.06 -0.05 -0.04
H -2.693717 0.333712 1.622245 -0.05 0.11 -0.07
C 2.315095 -0.692072 -0.107127 -1.14 -0.75 0.37
C 0.906989 -0.369498 -0.769000 2.03 1.81 0.07
C 0.823644 1.207211 -0.584921 -0.41 -0.62 -0.36
O 0.762276 -0.786645 -1.951779 -0.49 -0.12 0.04
O 1.059044 1.851401 0.399729 -0.09 -0.38 -0.09
H 0.631923 1.678059 -1.572196 -0.11 0.14 -0.02
H 3.060852 -0.063833 -0.589006 -0.05 -0.08 -0.10
H 2.513954 -1.750471 -0.260415 0.24 0.01 -0.04
H 2.252360 -0.472783 0.957371 0.13 0.07 -0.04

No. 2
18
Properties=species:S:1:pos:R:3:forces:R:3 method="wB97M-V/def2-TZVPD" spin_multiplicity=1 smiles=C[C@H](N)CNC[O-] charge=-1 homo_lumo_gap_ev=6.66 e_tot_ha=-343.7371 homo_ev=-2.64 relative_energy_kcal_mol=21.4
C 1.241790 0.452675 1.372144 1.64 -0.28 0.03
C 0.344754 -0.686995 0.948759 -1.09 -0.37 -0.21
N 0.966471 -1.575148 -0.067047 0.16 1.14 -0.94
C -1.080883 -0.228293 0.488980 0.30 -0.85 0.14
N -1.176552 0.890179 -0.389729 -0.53 0.05 -0.17
C -0.857083 0.664687 -1.858736 -0.43 -1.23 -0.46
O -0.864995 -0.636620 -2.223045 0.17 0.51 0.50
H 1.058272 0.844779 2.375090 -0.35 0.08 -0.10
H 2.277509 0.047278 1.414289 -0.38 0.13 0.17
H 1.339294 1.278849 0.652967 -0.52 -0.19 0.05
H 0.126487 -1.333896 1.807129 0.27 0.14 0.30
H 0.374066 -1.469226 -0.921553 -0.21 -0.27 0.21
H 1.799539 -1.098721 -0.435344 -0.03 -0.26 0.45
H -1.498901 -1.096014 -0.031504 0.08 0.13 -0.23
H -1.744186 -0.151666 1.369656 0.30 0.52 0.03
H -0.773905 1.730974 -0.014870 0.25 0.16 0.02
H 0.125008 1.144783 -2.083256 0.08 0.33 0.15
H -1.656682 1.222383 -2.403927 0.28 0.27 0.06

No. 3
50
Properties=species:S:1:pos:R:3:forces:R:3 method="wB97M-V/def2-TZVPD" spin_multiplicity=5 charge=-1 homo_lumo_gap_ev="4.00 / 4.82" e_tot_ha=-2226.3546 homo_ev="-1.05 / -1.88" relative_energy_kcal_mol=0.0
C 3.566010 -2.492115 -1.141484 0.05 0.04 0.31
C 4.141286 -1.227899 -1.822636 0.09 0.16 0.16
C 3.995213 -0.080770 -0.799516 -0.11 0.33 0.69
N 3.607071 -0.704749 0.487663 1.95 -0.88 -1.07
N 3.195090 0.032625 1.560275 -1.23 -0.58 0.37
C 3.955903 0.879759 2.119724 0.07 -0.57 -1.00
C 3.012121 -2.029229 0.217260 -0.70 0.87 0.59
H 2.784069 -2.964565 -1.748665 0.14 0.16 0.21
H 4.349884 -3.244540 -0.992377 -0.11 0.19 -0.04
H 5.195992 -1.375797 -2.088945 -0.25 0.03 0.09
H 3.607508 -0.997468 -2.754008 0.10 0.02 0.30
H 4.917761 0.494814 -0.668365 -0.10 -0.10 -0.19
H 3.202192 0.619147 -1.083878 -0.01 0.08 -0.16
H 3.584152 1.463487 2.935027 -0.32 0.09 0.37
H 4.984737 0.986666 1.830172 0.59 0.35 -0.34
H 1.925204 -1.910990 0.198295 -0.17 -0.22 -0.09
H 3.257668 -2.709349 1.039753 -0.02 0.05 -0.18
C -4.222803 -2.816180 0.135140 -0.21 -0.62 -1.39
C -4.700138 -1.617217 -0.524569 0.17 -0.89 -0.65
C -3.666237 -1.158791 -1.435520 -0.27 -0.91 -0.27
C -2.544416 -2.080165 -1.341478 -1.11 -0.85 -0.30
C -2.897866 -3.108028 -0.377802 -1.10 -0.13 -1.23
Fe -2.913094 -1.198131 0.512217 -0.30 1.04 0.09
C -2.051659 -1.482954 2.383943 -1.30 1.24 1.71
C -2.996379 -0.325797 2.395111 0.71 -1.93 1.89
C -2.557166 0.624317 1.473254 1.70 0.48 -1.06
C -1.288540 0.124794 0.832085 0.53 0.29 2.87
C -0.427159 0.815583 -0.009472 -0.31 0.73 -0.62
C -0.502256 2.236217 -0.325163 0.19 -1.58 0.34
C -0.047940 2.699894 -1.565238 0.19 0.36 -0.13
C -0.027736 4.048128 -1.854330 0.15 -0.26 -0.02
C -0.442702 4.965547 -0.907887 0.00 0.78 -0.32
C -0.887649 4.533356 0.326222 -0.12 -0.14 0.05
C -0.928199 3.186910 0.612424 -0.16 0.31 0.20
C -1.042690 -1.236103 1.446426 0.58 1.97 -0.56
H -4.783821 -3.423496 0.850119 0.31 0.34 -0.28
H -5.682487 -1.159354 -0.381690 0.52 -0.14 0.02
H -3.713989 -0.268815 -2.065713 0.05 -0.37 0.31
H -1.598059 -2.002894 -1.880899 -0.42 0.02 0.29
H -2.291984 -3.974583 -0.120373 -0.12 0.40 0.08
H -2.113627 -2.359907 3.031737 -0.14 0.34 -0.31
H -3.879179 -0.233461 3.033253 0.39 -0.16 -0.27
H -3.063887 1.566230 1.240314 0.36 -0.50 0.04
H 0.399522 0.268497 -0.427943 0.21 -0.19 -0.34
H 0.299124 1.982661 -2.290782 0.01 -0.18 -0.19
H 0.318769 4.386259 -2.817820 0.08 0.08 -0.21
H -0.421128 6.020608 -1.138000 -0.01 0.16 -0.03
H -1.196693 5.263014 1.059733 -0.05 0.06 0.19
H -1.230522 2.862397 1.593954 -0.07 -0.13 0.12
H -0.179271 -1.877564 1.250453 -0.41 0.37 -0.05

No. 4
81
Properties=species:S:1:pos:R:3:forces:R:3 method="wB97M-V/def2-TZVPD" spin_multiplicity=2 homo_lumo_gap_ev="6.13 / 7.22" e_tot_ha=-3109.9332 homo_ev="-5.72 / -6.77" relative_energy_kcal_mol=22.7
Ti 0.543083 -0.271148 0.346183 -0.27 0.09 -0.64
C 0.033586 2.408311 -2.515062 -0.23 -0.05 -0.15
C 0.026949 1.198710 -3.463684 0.08 -0.05 0.28
C 0.087119 -0.180733 -2.765931 0.06 0.11 -0.15
N 0.999040 -0.139282 -1.637106 0.57 0.36 -0.79
C 2.286634 0.072430 -1.887052 0.02 0.21 -0.19
C 2.920552 -0.258767 -3.097881 0.02 -0.13 -0.03
C 4.174857 0.060484 -3.592668 -0.06 0.18 0.11
C 5.088996 0.986005 -3.120429 0.16 0.00 -0.17
C 4.983868 1.712289 -1.941671 -0.06 -0.21 0.03
C 4.107184 1.534035 -0.890462 0.12 0.15 -0.11
C 3.019150 0.641579 -0.733705 0.01 -0.11 0.19
N 2.448097 0.389666 0.428687 1.44 0.38 -0.45
C 3.161423 0.753378 1.645818 0.05 -0.16 0.16
C 2.857801 -0.215041 2.797629 -0.16 0.14 -0.20
C 1.345378 -0.376351 3.124068 0.39 0.09 0.16
N 0.508663 0.354406 2.197270 -0.09 1.03 1.75
C 0.244527 1.639974 2.391949 -0.04 -0.12 0.37
C 0.813999 2.401030 3.436718 0.04 -0.13 -0.01
C 0.632890 3.721131 3.806697 -0.28 0.18 -0.14
C -0.296560 4.646112 3.355386 0.19 0.08 0.24
C -1.262660 4.428643 2.383774 0.04 -0.18 -0.12
C -1.436047 3.357066 1.529990 -0.10 0.18 0.13
C -0.666857 2.179297 1.354079 -0.06 0.05 -0.45
N -0.748291 1.398591 0.294493 -0.41 0.77 0.42
C -1.719022 1.679044 -0.748033 -0.06 0.23 -0.16
C -1.277863 2.717636 -1.790582 0.19 -0.17 0.18
H 0.289960 3.287890 -3.111539 0.06 0.00 0.03
H 0.822670 2.282180 -1.772498 0.07 0.09 -0.04
H 0.912922 1.285170 -4.096503 -0.07 0.00 -0.10
H -0.853715 1.234159 -4.112073 0.03 -0.01 -0.06
H 0.364815 -0.940978 -3.507371 -0.05 0.00 0.04
H -0.895278 -0.457667 -2.393573 0.01 -0.05 -0.01
H 2.342462 -0.917916 -3.734957 -0.04 0.03 0.01
H 4.437858 -0.425776 -4.526178 -0.03 0.01 -0.02
H 5.950519 1.184924 -3.746295 0.00 0.01 0.01
H 5.726724 2.490412 -1.802792 0.01 0.00 0.06
H 4.257204 2.208440 -0.056370 -0.01 -0.06 0.05
H 2.923577 1.781439 1.941658 0.01 -0.01 -0.04
H 4.240848 0.702812 1.468898 -0.03 0.10 0.02
H 3.396494 0.142702 3.677929 0.04 -0.05 0.00
H 3.276212 -1.185294 2.527114 0.01 -0.02 0.07
H 1.151860 -0.071074 4.158592 -0.05 0.01 -0.04
H 1.072657 -1.428334 3.055313 -0.04 0.02 0.00
H 1.565490 1.883068 4.019042 0.01 -0.03 -0.05
H 1.296578 4.073579 4.589474 -0.01 -0.04 0.04
H -0.283602 5.619970 3.829072 -0.03 -0.01 0.00
H -1.964397 5.243162 2.234813 -0.02 -0.01 0.00
H -2.252082 3.486053 0.831993 0.05 -0.05 -0.06
H -2.667623 2.018774 -0.315914 -0.01 -0.12 0.01
H -1.937930 0.739440 -1.250933 -0.02 -0.02 0.05
H -1.160310 3.680489 -1.285722 -0.06 0.04 -0.04
H -2.086712 2.823686 -2.520886 -0.02 0.03 0.01
N -1.165115 -1.274204 -0.085219 -1.30 -1.13 -0.73
C -1.670035 -2.239337 -0.472583 -0.09 0.16 0.12
N -2.240647 -3.324420 -0.918403 0.02 -0.16 -0.02
C -3.409907 -3.901225 -0.260943 -0.09 -0.14 0.05
C -3.321366 -5.417682 -0.353691 0.05 0.07 0.04
O -3.158390 -5.835014 -1.695941 -0.03 0.07 -0.03
C -1.950413 -5.335560 -2.241562 0.06 0.06 0.04
C -1.942427 -3.814095 -2.263431 -0.03 -0.10 -0.15
H -4.321232 -3.558676 -0.764454 0.02 0.03 0.02
H -3.426893 -3.575332 0.778405 0.00 0.01 0.00
H -4.244301 -5.871696 0.003507 0.02 0.01 0.04
H -2.479291 -5.772478 0.253908 -0.03 0.00 0.00
H -1.884385 -5.724166 -3.256465 0.04 0.01 0.01
H -1.096185 -5.698750 -1.656563 -0.01 0.01 -0.01
H -2.701110 -3.452144 -2.966888 0.02 0.02 0.02
H -0.961908 -3.442881 -2.558463 0.00 0.01 0.01
S -3.764213 0.976423 3.993407 0.18 -0.22 -0.29
C -4.498884 0.650911 2.476510 0.02 0.08 0.17
C -3.680969 -0.134199 1.726775 -0.17 0.14 0.09
N -2.503289 -0.491387 2.319855 0.06 -0.23 0.07
C -2.408873 0.015393 3.501783 -0.36 0.25 0.26
H -5.471961 1.045423 2.236668 0.02 0.00 -0.08
H -3.891730 -0.474761 0.722926 -0.01 0.01 -0.01
H -1.573193 -0.134126 4.168954 0.07 0.00 -0.05
F 1.107681 -2.874752 -0.672259 0.21 -0.20 0.07
C 1.269486 -2.266074 0.614830 -0.32 -1.63 0.01
F 0.344145 -3.001742 1.411380 0.26 -0.14 0.15
H 2.241707 -2.653258 0.949189 0.02 0.21 -0.04

No. 5
19
Properties=species:S:1:pos:R:3:forces:R:3 method="wB97M-V/def2-TZVPD" spin_multiplicity=1 smiles=CC[C@H]1C[C@]1(C)O homo_lumo_gap_ev=10.04 e_tot_ha=-310.9591 homo_ev=-9.02 relative_energy_kcal_mol=62.8
C 2.452224 0.242125 0.685155 0.01 -0.08 0.02
C 1.612980 -0.378713 -0.442293 0.00 -0.29 -0.05
C 0.307455 0.333583 -0.603596 0.06 -0.37 0.17
C -0.892330 -0.008097 -1.402604 -0.10 0.15 -0.33
C -1.104258 0.089884 0.083060 -0.03 0.48 -0.27
C -2.293535 -0.766495 0.616209 0.36 -0.13 0.07
O -1.298552 1.369442 0.683990 -0.66 0.46 0.33
H 3.328975 -0.376271 0.898936 -0.08 0.09 -0.01
H 1.878583 0.335379 1.616217 0.04 -0.09 -0.16
H 2.813665 1.245735 0.422078 -0.16 -0.22 -0.02
H 1.404349 -1.428344 -0.230637 0.23 -0.13 -0.05
H 2.184289 -0.316367 -1.377927 -0.08 -0.14 0.08
H 0.472644 1.420383 -0.663195 -0.17 -0.46 0.58
H -0.880179 -1.041539 -1.754326 -0.43 0.13 0.14
H -1.389736 0.694832 -2.057904 0.28 0.16 -0.23
H -3.161849 -0.284451 0.125895 0.41 -0.15 0.17
H -2.476874 -0.644067 1.689437 0.40 -0.10 -0.13
H -2.361895 -1.827804 0.358201 0.47 0.15 -0.07
H -0.595963 1.340792 1.353295 -0.56 0.55 -0.22

No. 6
11
Properties=species:S:1:pos:R:3:forces:R:3 method="wB97M-V/def2-TZVPD" spin_multiplicity=1 homo_lumo_gap_ev="8.66 / 8.66" e_tot_ha=-380.6844 homo_ev="-8.61 / -8.61" relative_energy_kcal_mol=110.0
C 0.439785 0.378947 -1.088905 -0.09 1.18 0.62
C -1.099202 1.544960 0.538616 0.84 -2.25 -0.14
C 0.368666 -1.524873 0.546204 -0.96 -0.47 -1.09
N 0.030738 1.672945 -1.372963 1.07 -1.38 -1.83
N -0.746929 2.183595 -0.447262 -0.02 -0.43 1.34
N 0.182460 -0.169301 0.042960 -1.89 2.02 0.86
F -1.515022 1.666073 1.747378 0.19 0.21 -0.29
H 1.043665 -0.122592 -1.836646 -0.11 0.19 -0.28
H -0.149401 -1.537363 1.565564 1.07 -0.60 -1.54
H 0.014359 -2.330079 -0.208398 -0.33 1.27 1.40
H 1.430880 -1.762312 0.513451 0.23 0.26 0.95

No. 7
66
Properties=species:S:1:pos:R:3:forces:R:3 method="wB97M-V/def2-TZVPD" spin_multiplicity=1 smiles="CC(=O)OC[C@]1(c2ccccc2)COS(=O)(=O)O1.FC(F)C(F)(F)COC(F)(F)C(F)F.FC(F)C(F)(F)COC(F)(F)C(F)F" homo_lumo_gap_ev=8.57 e_tot_ha=-3409.6118 homo_ev=-9.09 relative_energy_kcal_mol=343.9
C 0.885719 4.085483 -2.728204 -0.73 0.84 0.95
C 0.054925 3.157042 -1.612185 4.01 -1.04 4.97
O 0.747980 2.923458 -0.462996 -5.16 1.38 -7.22
O -1.317605 2.661896 -1.801624 3.34 -0.26 -0.62
C -1.375079 1.494736 -2.695897 -1.25 -0.76 -1.95
C -1.181736 0.039808 -1.897457 -0.25 1.51 -1.23
C 0.443709 -0.220757 -1.978478 4.03 -1.27 1.24
C 1.212413 -0.457414 -3.442767 1.35 0.13 2.69
C 2.831031 -0.675432 -3.608874 -2.24 0.82 4.17
C 3.735824 -0.653134 -2.234514 -4.31 0.40 -0.01
C 3.001211 -0.463530 -0.746207 -2.00 0.07 -3.28
C 1.357525 -0.244116 -0.591088 2.02 -0.56 -3.91
C -2.180748 -1.203464 -2.400479 1.95 -0.91 0.34
O -3.540273 -1.091931 -1.774628 1.82 2.31 0.97
S -3.511118 0.212555 -0.675077 -5.96 4.25 1.24
O -4.291737 0.070415 0.682906 4.60 -1.34 -4.57
O -4.308238 1.406313 -1.325321 4.38 -4.37 1.05
O -1.791075 0.372701 -0.581845 -1.56 -1.20 -0.39
H 0.173970 4.551875 -3.533166 1.42 -1.25 1.40
H 1.828646 3.543215 -3.161042 -2.14 0.73 0.83
H 1.304840 5.007201 -2.095737 -0.98 -2.18 -1.25
H -0.632157 1.630478 -3.589903 -1.17 -0.44 1.82
H -2.461708 1.419297 -3.184299 2.22 0.72 1.34
H 0.516067 -0.451415 -4.397620 1.70 -0.04 2.11
H 3.279480 -0.809225 -4.702723 -1.04 0.31 2.80
H 4.895310 -0.772433 -2.336729 -2.53 0.24 0.41
H 3.691906 -0.488797 0.213411 -1.71 0.12 -2.24
H 0.875525 -0.082118 0.483796 1.14 -0.36 -2.73
H -2.188158 -1.294565 -3.583735 -0.50 0.38 2.60
H -1.759896 -2.201131 -1.918237 -0.88 3.26 -1.44
F 1.022238 3.761239 4.968123 0.22 -0.47 -0.11
C 1.603912 2.936105 4.071250 -0.11 -0.83 0.71
F 2.422970 2.117190 4.786768 0.15 0.10 -0.32
C 2.393646 3.688027 3.006568 0.68 0.76 -0.33
F 3.448101 4.356261 3.548247 -0.33 -0.30 0.07
F 2.942334 2.763692 2.154532 -0.51 -0.05 0.32
C 1.569104 4.660067 2.149085 -0.04 0.16 -1.15
O 1.590671 6.034102 2.547151 -0.83 -0.15 1.84
C 0.676886 6.383221 3.585329 -0.25 -0.77 -2.11
F -0.199390 5.365171 3.763790 0.00 0.95 0.27
F -0.055356 7.423351 3.102195 0.50 -0.13 0.57
C 1.375867 6.805561 4.882597 0.57 0.03 0.89
F 2.211756 5.836615 5.343077 -0.24 0.59 -0.37
F 0.475300 7.038978 5.873547 -0.12 -0.04 -0.54
H 0.826966 2.310033 3.622478 0.05 0.12 -0.19
H 2.031601 4.662223 1.153860 0.06 -0.03 0.36
H 0.548106 4.300668 1.972949 0.29 -0.01 0.26
H 1.967009 7.711491 4.733813 -0.11 0.00 -0.23
F -1.911208 -5.702215 -1.931283 0.03 0.72 -0.02
C -1.852126 -4.480061 -1.359950 -0.32 -0.20 -0.74
F -1.144622 -3.695297 -2.218453 0.76 -0.99 0.09
C -1.191613 -4.504425 0.013273 0.99 -0.39 0.72
F 0.114955 -4.875732 -0.069428 -0.52 0.16 -0.24
F -1.179565 -3.222187 0.500244 -0.44 -0.17 -0.42
C -1.897729 -5.379186 1.060271 -0.26 0.08 1.11
O -1.376096 -6.698933 1.242096 -0.38 -0.56 -1.81
C -1.840397 -7.672705 0.308879 -1.02 1.06 1.60
F -2.892614 -7.162493 -0.375707 0.32 -0.85 0.12
F -2.342546 -8.693569 1.055304 0.60 0.20 -0.54
C -0.731059 -8.202796 -0.606667 0.78 -0.19 -0.73
F -0.119054 -7.198803 -1.290082 -0.15 -0.43 0.52
F -1.229095 -9.055515 -1.540645 -0.26 0.21 0.48
H -2.866561 -4.073771 -1.306492 -0.01 0.01 0.21
H -1.735942 -4.891274 2.029884 0.22 -0.09 -0.30
H -2.987408 -5.382881 0.936933 0.30 -0.01 -0.26
H 0.034401 -8.729164 -0.032820 -0.17 0.03 0.20

No. 8
17
Properties=species:S:1:pos:R:3:forces:R:3 method="wB97M-V/def2-TZVPD" spin_multiplicity=1 homo_lumo_gap_ev=8.95 e_tot_ha=-720.1997 homo_ev=-8.45 relative_energy_kcal_mol=46.2
C -2.393811 -0.066607 1.600138 0.61 -0.80 -0.09
N -1.086860 -0.191834 0.950074 -0.17 0.35 0.28
N -1.142434 -0.943067 -0.189983 0.52 0.13 -0.01
C -0.186630 -0.809069 -1.014664 0.07 -1.29 -0.55
N 0.950267 0.012118 -0.889027 0.69 0.03 1.72
C 1.823514 -0.030474 0.314327 -0.48 0.30 -0.53
C 1.359069 0.704286 -1.925531 0.64 2.17 -1.29
S 2.707823 1.683321 -2.040575 -0.71 -0.84 0.13
H -3.107407 0.411601 0.892164 0.10 -0.20 0.93
H -2.265877 0.423693 2.603879 -0.31 -0.29 -1.19
H -2.597098 -1.138181 1.740658 -0.91 0.54 0.27
H -0.657485 0.699374 0.800225 0.43 0.61 -0.13
H -0.094025 -1.490171 -1.869405 -0.65 0.30 0.24
H 1.965830 0.989617 0.686484 -0.02 -0.13 -0.10
H 1.297492 -0.610822 1.058836 0.27 -0.33 0.16
H 2.806467 -0.404948 0.011043 -0.26 -0.15 0.25
H 0.621166 0.761163 -2.728643 0.17 -0.40 -0.09